No. 1
176
Properties=species:S:1:pos:R:3 method="wB97M-V/def2-TZVPD" max_force_ev_per_a=10.860 total_energy_ha=-70912.3092 lumo_ev=-0.010 gap_ev=8.2483
H 2.360 2.152 -4.538
C 4.711 1.209 -6.965
H -6.606 1.467 -2.019
H 7.477 4.957 1.360
C 1.429 0.821 -9.984
C -1.514 1.181 -6.797
C 6.511 2.994 1.445
C 0.439 -2.715 -4.960
H -2.737 -1.652 -0.834
C -6.894 -0.162 -4.674
H 2.523 1.710 11.432
H -5.014 2.956 -6.452
F 5.008 2.589 -3.577
H 4.555 3.205 -1.566
H 1.708 -1.054 6.695
N -0.480 5.468 -4.389
H -4.744 1.954 11.946
C -3.830 1.368 12.071
C 2.109 -0.499 -9.705
H 8.567 3.588 1.702
C -0.150 1.686 -6.016
H -1.444 2.237 3.650
H -5.258 -1.821 -3.533
H -7.142 4.415 -6.920
H 3.698 -4.285 9.998
H 0.757 -9.748 5.387
C 1.867 -11.611 5.093
C -1.589 -8.013 9.061
H -8.369 1.284 -2.661
H -6.343 -1.688 0.072
H -0.242 -11.175 5.011
C 0.427 -1.823 -3.538
H -7.835 0.259 -1.067
H 6.632 6.280 -10.159
H -0.764 6.073 -5.194
Br -0.077 1.029 1.983
C 7.182 5.414 -10.536
O -1.786 2.914 -4.381
H -4.930 -1.965 4.525
Br 3.036 1.980 -7.601
C 5.880 2.118 -7.264
H 1.971 1.379 -10.753
C -5.217 -1.310 0.041
H -6.324 -1.011 -5.254
P 0.327 3.247 -2.013
H 2.419 -2.874 8.161
Br 6.378 5.019 -12.269
H -6.228 -2.543 -2.082
H -2.259 -0.436 -5.592
C 0.353 1.836 -3.281
Br 0.278 -11.111 7.426
H -2.316 2.943 11.936
C -0.530 1.650 3.776
H -0.971 3.927 -2.129
H -2.596 1.060 1.683
H -5.432 0.579 4.136
C 1.999 1.380 10.530
H 5.677 3.171 -7.050
C -0.409 2.498 -4.619
H -6.143 5.842 -6.544
Br -3.377 0.747 10.279
H -0.751 0.763 4.375
C -5.033 3.979 -6.838
C 1.933 1.476 -3.651
H 2.061 0.364 -4.068
C 7.680 3.904 1.146
C -2.725 2.222 12.649
H 1.284 -2.352 -5.693
Br 6.396 2.009 -9.142
C -1.976 0.577 -2.449
Br 1.458 -0.457 10.902
C 0.575 2.504 4.353
Br 0.105 1.964 8.459
H -5.037 -0.396 0.752
H -3.561 -2.473 -2.294
H 2.708 1.342 9.698
C -3.331 -1.395 -1.825
H 1.404 -3.649 6.918
H 0.436 2.351 -6.817
H -0.077 -2.566 -2.762
Br 3.515 -10.750 5.680
Br 8.196 3.794 -0.732
H -0.028 2.091 10.952
Br -1.236 1.125 13.268
H 3.765 0.727 -2.527
P 0.443 4.232 -4.966
H -0.934 -0.825 -6.575
H 4.404 -7.039 8.761
H -4.512 -2.228 0.295
H 1.781 4.252 -4.422
H -0.623 -6.051 8.976
Br 2.365 -5.040 8.023
C -4.789 0.151 4.909
H 0.226 3.037 5.242
Br 2.064 1.407 4.972
C 3.950 -4.934 9.156
H 0.698 -0.895 8.155
H 6.987 4.554 -9.890
H -4.966 3.952 -7.929
H -5.360 0.050 5.836
H 5.419 -6.264 10.004
S -2.758 1.912 -3.492
H 4.579 1.094 -5.885
H 0.520 0.711 -5.908
C 0.653 -10.826 5.534
H -1.498 -9.002 8.603
H 0.618 -3.832 -4.630
C -7.500 0.681 -2.109
H -3.074 2.754 13.538
H 1.310 3.379 -0.071
Br -0.635 -1.650 6.181
Br 0.290 -3.640 9.155
Br -3.412 1.475 5.304
H -1.721 -8.128 10.140
C -4.176 -1.173 4.515
H -8.095 -1.286 -3.095
H -6.434 0.909 -4.808
H 1.082 3.315 10.283
H 1.886 -12.634 5.479
O -2.604 -0.672 -2.845
H 1.934 -11.638 4.002
Br -3.516 -1.126 2.680
H -4.775 0.356 -1.608
N 0.482 2.874 -0.457
H 8.871 6.403 -11.517
C 1.414 -2.920 7.733
C 8.651 5.737 -10.678
C -0.344 0.405 -2.804
C 4.414 -6.310 9.575
C -0.420 -7.104 8.761
H 3.176 -0.352 -9.521
Br 9.708 4.119 -10.942
Cl 0.375 -0.267 -1.198
H 2.554 1.534 -1.343
H 6.602 2.006 0.988
H 4.802 0.220 -7.422
Br 0.096 -7.213 6.883
H 1.587 -1.658 -3.322
H 0.984 3.226 3.641
H 1.980 -1.232 -10.506
Br -3.385 4.840 -6.251
C 0.950 -1.545 7.313
O -3.600 2.808 -2.500
H -0.646 -2.642 -5.395
O -3.844 1.295 -4.458
H 0.467 -7.419 9.318
C -6.247 4.764 -6.397
H 6.767 1.803 -6.708
H 1.318 1.449 -9.096
Br -0.358 0.553 -10.719
H -3.336 -1.469 5.149
C 0.800 2.258 10.258
H -2.440 1.883 -6.673
C 2.991 1.632 -2.421
H 6.379 2.880 2.525
H 3.413 3.905 -3.018
H -7.989 -0.123 -5.148
N -1.838 -0.305 -6.537
H 4.708 -4.444 8.538
H -4.051 0.481 12.670
C -7.131 -0.583 -3.085
H 1.397 4.225 -2.266
H 9.039 6.182 -9.756
Br 4.836 3.766 0.809
C -2.338 1.101 0.520
Br -6.622 4.479 -4.505
C 3.967 2.985 -2.555
H 0.550 4.488 -6.404
C -5.890 -1.523 -2.570
O -0.328 -0.626 -3.850
H -1.245 1.213 -7.961
C -4.866 -0.807 -1.509
C -2.122 1.032 -0.889
Br 1.421 -1.315 -8.072
Br 3.290 -7.029 10.998
Br -3.264 -7.242 8.424

***

No. 2
174
Properties=species:S:1:pos:R:3 method="wB97M-V/def2-TZVPD" max_force_ev_per_a=3.713 total_energy_ha=-17377.9516 lumo_ev=0.245 gap_ev=8.0569
H -0.013 -0.346 1.863
H 5.628 2.556 3.472
H -2.107 1.644 -4.098
C -0.206 -1.871 0.253
Cl -8.526 0.976 7.678
H -1.110 6.225 -0.662
H -12.376 -6.661 -1.988
H -11.281 -7.239 -0.729
H -1.516 7.748 0.133
C 8.329 -2.809 3.198
H -3.189 -2.345 -4.615
C 9.954 -4.148 -5.307
O 6.954 -3.037 3.349
C -7.956 0.964 -5.122
H 0.464 1.320 -2.446
C -10.294 -6.743 -2.562
C 0.833 -2.703 1.074
Cl -6.014 3.374 -1.577
H 1.551 -1.964 1.489
Cl 11.089 -1.510 4.070
H 0.321 -1.536 -0.665
H -2.767 0.892 0.673
H -6.617 -2.169 0.619
H 0.854 -4.028 -0.641
H 8.111 -5.231 -5.211
C -0.165 1.834 -3.171
Cl -0.501 3.468 -2.545
H 4.156 -4.595 0.244
H -8.425 4.115 2.109
C -4.472 -0.439 0.889
C 6.376 2.125 2.782
H -8.924 0.720 -5.545
H 8.501 -3.943 4.766
C -11.390 -6.526 -1.547
H 6.650 -1.472 1.367
H 9.526 -1.654 -0.825
Cl 7.327 8.900 0.473
H 13.089 -2.335 4.967
H 12.166 -1.430 6.169
H 6.997 -4.474 4.528
Cl -4.479 6.330 -2.344
Cl -9.218 4.526 4.293
C 8.469 1.476 -0.858
H 6.701 -4.616 -2.554
Cl -6.824 2.209 3.585
C -9.092 2.526 8.353
H -1.204 0.125 -3.953
Cl 8.996 -5.349 -3.043
C 2.837 4.334 4.458
H 11.383 -4.205 5.122
Cl -8.260 2.015 -3.716
Cl 10.831 -2.849 -4.457
H -8.567 1.583 2.154
O 6.838 -3.590 -0.222
H 0.403 1.951 -4.094
C 8.900 -2.948 1.706
H 1.079 3.187 4.867
Cl 2.769 1.601 4.521
O 6.282 1.728 0.380
C 3.992 -4.096 -0.733
H 12.269 -3.916 6.621
Si 5.595 -3.229 -1.293
Cl -10.532 -5.753 -4.025
C -8.390 3.708 7.731
H 0.356 -3.171 1.962
Cl 4.538 4.479 4.976
H 9.080 -4.022 1.556
H -10.651 -3.575 -4.507
H 8.614 1.245 -1.926
C 8.767 0.228 0.024
H 2.340 5.262 4.741
H -8.445 3.677 6.646
H -10.058 3.496 2.362
C -11.011 -3.145 -5.439
C 8.679 -4.533 -4.598
H -5.729 1.282 0.220
C -1.474 6.667 0.264
H -0.835 0.197 0.334
H -3.321 4.292 -2.068
H -2.534 -1.883 1.337
H -1.037 -2.552 -0.007
H -8.950 2.497 9.432
H -4.678 -1.346 1.490
H 9.193 2.274 -0.587
H -5.869 4.203 -3.778
H -2.029 -1.019 2.801
C -5.151 3.769 -3.083
Cl 5.462 6.111 1.090
H 8.832 -2.070 3.880
C -2.577 -3.221 -4.829
Cl -9.650 -3.104 -6.592
H 6.271 1.028 2.699
H 6.654 5.509 -0.836
C -2.842 6.145 0.626
C 11.556 -3.484 5.919
H -3.366 0.771 2.395
H 7.072 3.491 1.197
C -0.715 -0.629 1.056
H -7.179 -0.973 -5.597
H -7.397 1.538 -5.861
Cl -0.268 6.348 1.539
C 7.664 7.238 -0.077
H -11.879 -1.302 -6.165
C -7.067 -1.266 0.155
H 8.056 -1.063 -1.688
C 2.799 -3.089 -0.491
H -7.729 -0.823 -3.928
C 6.402 6.469 -0.381
O 6.715 2.900 -1.474
H 2.554 -2.640 -1.468
H -4.376 -0.694 -0.183
H 10.627 -4.997 -5.411
H -8.854 4.634 8.072
C 12.094 -2.181 5.385
H -5.614 1.032 1.981
C -3.178 0.224 1.452
C -11.614 -1.779 -5.223
O 6.035 -3.935 -2.765
C -1.331 -2.853 -5.598
Cl -2.330 0.668 -1.968
C 1.558 -3.769 0.179
C -5.722 0.502 1.014
H 8.168 0.282 0.958
H -3.175 -3.922 -5.411
Cl -2.199 -4.020 -3.283
C -3.979 4.687 -2.840
H 9.721 -3.772 -6.303
Cl -6.671 3.790 8.195
Cl -0.413 -1.550 -4.797
H -8.134 -1.491 -0.025
H 3.728 -4.871 -1.479
Si 7.565 -2.241 0.520
C -9.062 3.564 2.798
C -7.227 -0.302 -4.740
H -11.760 -3.817 -5.858
Cl 10.029 -3.259 6.808
H -10.288 -7.785 -2.882
C 7.068 2.095 -0.683
Cl -5.542 0.014 -4.234
H -4.797 2.827 -3.503
H -9.103 1.667 3.835
H 8.052 -3.665 -4.399
H -3.401 4.800 -3.757
H -0.668 -3.707 -5.721
C 2.142 3.163 5.108
H -1.601 -2.487 -6.588
C -8.526 2.179 3.067
H 3.184 -2.349 0.235
H -10.162 2.586 8.151
H -9.314 -6.507 -2.151
H -3.160 6.507 1.603
H 5.249 3.293 1.319
H 5.757 7.013 -1.068
O -6.973 -0.195 1.087
H 9.834 0.265 0.325
C 7.854 -4.245 3.864
H 1.831 -4.664 0.767
H 7.385 2.386 3.153
H 2.820 4.257 3.372
C -2.118 -0.926 1.699
C 6.233 2.796 1.369
H -12.517 -1.864 -4.619
Br 5.129 -1.032 -1.496
C -1.438 1.074 -3.454
H 9.816 -2.330 1.680
H -6.608 -1.044 -0.830
Cl -2.914 4.367 0.640
Cl -10.504 -0.693 -4.347
H -3.573 6.462 -0.116
H 8.259 6.744 0.689
H 2.248 3.185 6.190
C 8.548 -1.145 -0.704
Cl -11.324 -4.897 -0.828
H 8.269 7.322 -0.980